1.
27
Properties=species:S:1:pos:R:3:forces:R:3 method="wB97M-V/def2-TZVPD" homo_lumo_gap_ev=4.408 largest_force_ev_per_a=3.48 homo_ha=-0.226 energy_ev=-31175.358 relative_energy_kj_mol=344.6 spin_multiplicity=1
C 2.7090 -1.7690 0.0334 -1.0629 1.2882 0.0186
C 2.8581 -0.2171 -0.2946 -0.3828 -0.9051 -0.2371
C 1.5968 0.3677 -1.0129 0.5236 0.7661 0.4120
C 0.3831 0.3837 -0.0365 1.2292 -0.3828 -0.3138
C 0.4780 1.3612 1.1926 -2.1485 -1.4198 -1.9452
N -0.7520 1.4676 1.5954 1.4998 0.2599 0.6647
C -1.7854 0.7361 0.8261 -0.9841 1.7430 -1.8702
C -1.0836 0.4731 -0.5859 0.0987 -0.9791 3.3355
P -1.6324 -1.2802 -0.9663 -0.1072 -0.2935 -1.9852
S -0.9668 -1.9923 -2.6521 0.2443 0.0863 0.0085
H 1.6986 -2.0684 -0.3385 0.8599 -0.2094 0.1041
H 2.6671 -1.8603 1.1367 0.3609 -0.4512 -0.6418
H 3.4854 -2.3892 -0.4444 -0.4012 0.2921 0.4508
H 3.7467 -0.0840 -0.9410 -0.4477 0.2381 0.5016
H 2.9869 0.3243 0.6696 0.2740 -0.1651 -0.7007
H 1.8530 1.4145 -1.3097 -0.3711 -0.6068 0.1311
H 1.3576 -0.1693 -1.9531 -0.0209 0.0869 0.7213
H 0.3747 -0.6033 0.5001 0.3233 0.5332 -0.2478
H 1.3717 1.8167 1.6452 -0.7211 -0.0999 -0.1436
H -0.9710 2.0288 2.4158 -0.3097 -0.1871 -0.1141
H -2.6495 1.4320 0.5671 -0.2210 -0.8891 0.8692
H -2.1935 -0.1498 1.3485 0.3830 0.6183 0.0026
H -1.3427 1.2769 -1.2956 0.2156 -0.7211 0.0808
H -1.1412 -2.1217 0.0899 -0.4714 0.9242 0.1143
H -3.0615 -1.3675 -0.9780 0.5943 0.4911 0.7350
O -4.7494 1.1061 0.2468 1.0578 0.0877 0.1424
H -5.2382 1.8834 0.5415 -0.0148 -0.1049 -0.0931

---

2.
54
Properties=species:S:1:pos:R:3:forces:R:3 method="wB97M-V/def2-TZVPD" homo_lumo_gap_ev=7.679 largest_force_ev_per_a=0.86 homo_ha=-0.278 energy_ev=-34953.209 relative_energy_kj_mol=123.0 smiles="CCCCC1=CC2=CC(=O)[C@@](C)(OC(=O)CC)C(=O)C2=CN1C(CO)CO" spin_multiplicity=1
C -1.6515 -2.8682 -0.5352 -0.2289 0.0532 -0.1188
C -3.1039 -2.5993 -0.1535 0.0871 -0.1033 0.1578
C -3.2789 -2.2014 1.3166 -0.1698 0.1144 -0.1896
C -3.2215 -0.6867 1.5836 -0.1252 -0.2698 0.0221
C -1.9247 -0.0670 1.1461 0.3089 -0.0441 0.4392
C -0.8084 -0.3646 1.8584 -0.2086 0.1335 -0.0890
C 0.5018 0.0958 1.5176 0.3170 0.0132 -0.0828
C 1.6376 -0.3063 2.1575 -0.3016 -0.1130 0.2321
C 2.9413 0.0801 1.7284 0.0354 -0.0503 -0.2341
O 3.9769 -0.4224 2.1355 -0.0333 0.1456 -0.0556
C 3.0441 1.2254 0.6932 0.3312 0.0984 0.0493
C 3.5187 2.4858 1.4190 0.0610 -0.2449 -0.2807
O 4.0685 0.8648 -0.2506 0.1058 0.5688 0.4526
C 3.6975 -0.0728 -1.1082 0.0440 -0.4224 -0.7501
O 2.5655 -0.4986 -1.1736 0.1122 -0.1550 0.1170
C 4.8574 -0.5553 -1.9393 -0.0841 -0.0358 0.1386
C 5.5794 -1.6543 -1.1557 0.0008 0.0682 -0.0594
C 1.7810 1.5615 -0.0989 0.0491 0.3108 -0.2609
O 1.8319 2.3134 -1.0524 0.0169 -0.0603 0.2540
C 0.5274 0.9910 0.3947 -0.8123 0.0377 -0.1361
C -0.6218 1.2773 -0.2714 0.6946 0.0446 0.1433
N -1.8330 0.7563 0.0360 0.0687 -0.2513 0.1146
C -2.9694 1.1939 -0.7644 -0.4302 0.5097 -0.4550
C -3.3101 2.6610 -0.4307 -0.0065 -0.3724 -0.3946
O -3.6602 2.8308 0.9162 -0.1438 -0.0241 0.4597
C -2.7252 1.0013 -2.2784 -0.1374 0.2866 0.3651
O -2.4559 -0.3307 -2.6058 0.1667 -0.4023 -0.0646
H -1.5871 -3.1261 -1.5895 0.0928 -0.0600 -0.1178
H -1.0154 -2.0066 -0.3510 0.1402 0.0693 0.0014
H -1.2575 -3.7010 0.0431 0.1057 -0.0658 0.0502
H -3.5145 -1.8300 -0.8091 -0.0906 -0.0001 -0.0371
H -3.6747 -3.5121 -0.3369 -0.0525 0.0417 -0.0483
H -4.2498 -2.5516 1.6739 0.0326 -0.0202 0.0811
H -2.5119 -2.7005 1.9100 -0.0074 -0.0366 0.1106
H -4.0900 -0.2188 1.1251 0.0262 0.0279 0.0687
H -3.3134 -0.5313 2.6613 -0.0059 0.1033 -0.0755
H -0.9032 -1.0107 2.7173 -0.1097 -0.0927 0.0842
H 1.5863 -1.0273 2.9593 -0.0183 -0.0672 0.1062
H 2.7798 2.7842 2.1592 -0.0533 0.0399 0.0796
H 4.4627 2.2697 1.9131 0.0124 -0.0405 0.0760
H 3.6586 3.2867 0.6967 -0.0478 0.0448 -0.0382
H 5.5329 0.2801 -2.1212 -0.0324 -0.0024 -0.0597
H 4.4807 -0.9457 -2.8847 -0.0376 0.1051 0.0522
H 4.9145 -2.4996 -0.9945 -0.0107 -0.0844 0.0284
H 6.4528 -1.9945 -1.7066 0.0593 -0.0572 -0.0071
H 5.8961 -1.2772 -0.1863 0.0501 -0.0201 0.0866
H -0.5638 1.9539 -1.1102 -0.0385 0.0298 -0.0732
H -3.8267 0.5660 -0.5139 0.1811 0.1020 -0.0510
H -4.1085 3.0058 -1.1006 0.1017 -0.0021 -0.0057
H -2.4313 3.2915 -0.5846 -0.0527 -0.0374 -0.1100
H -4.5202 2.4304 1.0859 0.0574 0.0562 -0.0462
H -3.6498 1.2563 -2.8036 0.0990 0.0923 0.0866
H -1.9370 1.6714 -2.6407 -0.0769 0.0210 -0.0007
H -1.5742 -0.5736 -2.2962 -0.0418 0.0178 -0.0155

---

3.
18
Properties=species:S:1:pos:R:3:forces:R:3 method="wB97M-V/def2-TZVPD" homo_lumo_gap_ev=8.410 largest_force_ev_per_a=7.12 homo_ha=-0.278 energy_ev=-9463.755 relative_energy_kj_mol=463.6 spin_multiplicity=1
C 2.8027 0.9026 0.1525 -3.0416 0.8165 -2.4298
C 2.3266 -0.5617 -0.0611 1.0830 2.5459 2.8347
C 0.9175 -0.9794 -0.1752 -0.9353 -1.2535 0.7706
C -0.3164 -0.3843 0.0279 6.6411 0.1194 0.7251
C -0.5913 1.1233 0.1366 -1.6167 -1.2257 -2.9300
C -1.9216 1.0815 -0.2432 3.1181 5.1820 3.7601
C -2.4109 -0.2179 0.0325 -5.8703 0.4277 -0.0179
O -1.4151 -1.1312 0.1842 -0.2418 0.0607 -0.0381
H 2.2139 1.4225 1.0429 2.5065 -0.9936 -1.1999
H 3.8928 1.0060 -0.2720 -1.9978 0.3433 1.9177
H 2.1308 1.3237 -0.6906 1.4232 0.2712 0.8104
H 2.8556 -0.8914 -0.8642 1.2093 -0.8412 -3.0298
H 2.8730 -1.1399 0.6801 -0.5570 -0.5099 0.8042
H 1.2007 -2.0825 -0.2649 -2.3970 0.9081 -0.0187
H 0.1088 1.9970 -0.0053 -0.7532 -1.4785 0.3994
H -2.5609 2.0265 -0.2626 0.6748 -1.6803 -0.4286
H -3.2671 -0.1638 0.8257 1.7550 -0.5826 -0.8228
H -2.9671 -0.2332 -0.8834 -1.0002 -2.1095 -1.1066

---

4.
17
Properties=species:S:1:pos:R:3:forces:R:3 method="wB97M-V/def2-TZVPD" total_charge=-1 homo_lumo_gap_ev=6.546 largest_force_ev_per_a=1.06 homo_ha=-0.095 energy_ev=-8883.025 relative_energy_kj_mol=105.5 spin_multiplicity=1
C 0.6993 -2.5260 1.1897 -0.1189 0.2153 0.4377
C 1.2837 -1.3494 1.4449 0.2388 -0.2801 -0.8062
C 0.9237 -0.0840 0.8080 0.3413 0.1997 0.5667
C 1.6460 1.0216 1.0314 -0.4968 -0.4754 0.0835
H -0.1694 -2.5992 0.5441 0.0210 0.1185 0.0138
H 1.0168 -3.4396 1.6802 0.1346 0.0182 -0.0919
H 2.2144 -1.3132 2.0091 -0.1831 -0.1347 0.3648
H 0.0667 -0.0113 0.1478 0.0870 0.0304 -0.1752
H 1.3685 1.9412 0.5334 0.0590 -0.0239 -0.0423
H 2.4611 0.9887 1.7507 0.1271 0.1107 -0.1236
N -2.3842 0.7916 -1.0615 -0.1210 -0.1089 -0.2256
C -1.1615 0.9979 -1.9472 0.4748 -0.0879 0.9483
O -0.1883 1.5551 -1.2101 -0.3293 0.1792 -0.5940
H -2.1820 1.4119 -0.2842 -0.1187 0.1243 -0.0246
H -3.2602 1.0807 -1.4913 0.1224 0.1426 -0.0496
H -0.9146 -0.0380 -2.2756 0.0784 -0.0646 -0.2886
H -1.4202 1.5719 -2.8697 -0.3167 0.0365 0.0069